Entry 1:
Formula: H7O3S
Source: the Open Molecules 2025 dataset
Level of theory: ωB97M-V/def2-TZVPD

Summary:
Energy relative to the best compared isomer or geometry (same formula, charge and spin), kcal/mol: 25.5
Total energy, eV: -17092.52094
LUMO level, eV: 4.09
HOMO level, Ha: -0.132

Geometry as ORCA input:
```
! RIJCOSX wB97M-V def2-TZVPD def2/J DEFGRID3
* xyz -1 1
S -0.6767 -0.0739 -1.3690
O 1.2932 3.2229 -0.3479
O 2.0790 -1.2982 1.1491
O -1.8332 -1.9299 0.9167
H 1.8596 -0.7473 0.2983
H 0.3163 3.4887 -0.2404
H 1.1272 2.3201 -0.5637
H -2.1593 -1.0597 1.1796
H -1.5589 -1.8650 -0.0579
H -1.6308 -0.5646 -2.4380
H 1.1835 -1.4931 1.4731
*
```

Charges per atom according to Mulliken partitioning, unit e:
1. S -0.886
2. O -0.675
3. O -0.681
4. O -0.640
5. H 0.324
6. H 0.328
7. H 0.314
8. H 0.311
9. H 0.266
10. H -0.009
11. H 0.348

---

Entry 2:
Formula: C27H40O4
Source: the Open Molecules 2025 dataset
Level of theory: ωB97M-V/def2-TZVPD

Summary:
SMILES: CCCCCC(=O)O[C@]1(C(C)=O)CC[C@H]2[C@@H]3CCC4=CC(=O)CC[C@]4(C)[C@H]3CC[C@@]21C
Energy relative to the best compared isomer or geometry (same formula, charge and spin), kcal/mol: 2.3
Total energy, eV: -36839.99867
LUMO level, eV: 0.53
HOMO level, Ha: -0.342

Geometry as ORCA input:
```
! RIJCOSX wB97M-V def2-TZVPD def2/J DEFGRID3
* xyz 0 1
O -5.3154 3.8710 0.0828
O 4.1131 -1.1119 -0.2859
O 2.6084 -2.2658 1.9694
O 2.0076 -0.4388 0.0430
C 1.5635 -1.8050 -0.1016
C 2.4402 -2.6502 0.8390
C 5.5260 2.9393 0.0249
C 3.6667 1.2083 0.2232
C -4.8427 1.7728 -0.8726
C -2.0929 -1.1252 -0.8084
C 3.3216 -0.2362 -0.0410
C -2.6983 -0.5277 -2.0786
C -2.4502 -0.2845 0.4366
C 0.0797 -1.8991 -2.0806
C -0.5710 -1.1754 -0.9019
C 3.0242 -3.9371 0.3305
C 4.9532 1.6205 -0.4897
C -4.8301 2.7660 0.1992
C -4.3872 0.8520 1.7210
C -3.9901 -0.0926 0.5718
C 5.2864 5.4460 0.1759
C -4.0888 2.3178 1.4394
C -0.3414 -3.2996 0.5337
C -4.2162 -0.3596 -1.9388
C -4.4345 0.5055 -0.7411
C -0.2792 -1.0115 1.5592
C 1.5219 -2.1688 -1.6010
C 0.0695 -1.8390 0.3264
C -1.7981 -0.8703 1.6964
C -4.7168 -1.4219 0.8350
C 4.6255 4.1415 -0.2532
H -1.9911 -0.2156 2.5463
H -4.6851 -1.3364 -1.8203
H -0.4410 -2.8327 -2.2956
H 5.7031 2.8619 1.1000
H -4.3803 2.9450 2.2833
H -2.4759 -2.1420 -0.6953
H -4.3592 -2.2284 0.2038
H 4.6317 6.2915 -0.0223
H 3.6817 4.0283 0.2828
H 4.7623 1.6992 -1.5624
H 0.1334 -1.4745 2.4567
H 2.2400 -1.5480 -2.1357
H -3.9034 0.5449 2.6480
H 5.5097 5.4274 1.2404
H 1.8020 -3.2050 -1.7666
H -4.6233 0.1107 -2.8345
H 5.6877 0.8263 -0.3427
H 6.4924 3.1074 -0.4560
H 2.2535 -4.5913 -0.0678
H 3.8013 1.2957 1.3053
H 4.4009 4.1839 -1.3215
H 3.7413 -3.7084 -0.4543
H -5.7833 -1.2975 0.6569
H -5.4656 0.7529 1.8715
H 3.5388 -4.4337 1.1492
H -5.1696 2.1407 -1.8364
H -2.2386 -1.8404 1.9237
H -4.5821 -1.7164 1.8730
H -2.2515 0.4510 -2.2692
H -2.0220 0.7122 0.2753
H -0.2090 -0.1410 -0.9176
H 2.8181 1.8291 -0.0627
H 0.0693 -1.2942 -2.9855
H -3.0207 2.4708 1.2646
H 0.1686 -0.0219 1.4608
H -0.0874 -3.9145 -0.3241
H -1.4093 -3.3863 0.7043
H 6.2176 5.5989 -0.3652
H 0.1679 -3.6986 1.4085
H -2.4778 -1.1715 -2.9314
*
```

Charges per atom according to Mulliken partitioning, unit e:
1. O -0.622
2. O -0.599
3. O -0.575
4. O -0.271
5. C 1.102
6. C 0.590
7. C -0.756
8. C -0.568
9. C -0.692
10. C 0.265
11. C 0.519
12. C -1.147
13. C 0.161
14. C -1.080
15. C -1.099
16. C -1.680
17. C -0.537
18. C 0.086
19. C -1.532
20. C 2.542
21. C -1.353
22. C -0.638
23. C -1.857
24. C -1.393
25. C 0.175
26. C -1.524
27. C -0.850
28. C 0.877
29. C -1.307
30. C -2.262
31. C -0.173
32. H 0.364
33. H 0.367
34. H 0.398
35. H 0.319
36. H 0.455
37. H 0.563
38. H 0.416
39. H 0.372
40. H 0.238
41. H 0.308
42. H 0.496
43. H 0.246
44. H 0.462
45. H 0.338
46. H 0.453
47. H 0.542
48. H 0.320
49. H 0.381
50. H 0.304
51. H 0.271
52. H 0.302
53. H 0.319
54. H 0.495
55. H 0.501
56. H 0.480
57. H 0.424
58. H 0.340
59. H 0.436
60. H 0.413
61. H 0.553
62. H 0.587
63. H 0.304
64. H 0.498
65. H 0.278
66. H 0.477
67. H 0.386
68. H 0.503
69. H 0.338
70. H 0.440
71. H 0.509

---

Entry 3:
Formula: C29H46BF2N5P2Pd
Source: the Open Molecules 2025 dataset
Level of theory: ωB97M-V/def2-TZVPD

Summary:
Energy relative to the best compared isomer or geometry (same formula, charge and spin), kcal/mol: 5.9
Total energy, eV: -66443.54215
LUMO level, eV: 0.59
HOMO level, Ha: -0.243

Geometry as ORCA input:
```
! RIJCOSX wB97M-V def2-TZVPD def2/J DEFGRID3
* xyz 0 1
Pd -0.8547 0.4240 0.1877
P 1.1151 1.3250 1.0285
P -2.8723 0.1110 -0.7407
F -1.8786 -0.4991 2.7232
F -1.2992 -2.2717 1.5126
N 1.3009 -2.8423 -1.7596
N -0.8474 2.2451 -0.9131
N 0.8992 -2.1762 -0.6550
N 1.8725 -4.0179 -0.1090
N 1.8840 -3.9391 -1.4481
C -1.7744 3.3618 -2.9008
C 1.2593 -2.9245 0.3570
C -0.3217 3.3194 -0.2327
C 0.8130 5.4261 1.3076
C -4.7115 -1.1609 0.9606
C -2.7999 -1.3914 -1.8001
C 3.1564 1.6147 3.0462
C -0.7311 4.6619 -0.3891
C -3.9392 2.7023 -3.7385
C 0.6491 3.0672 0.7792
C -3.9927 1.7088 -2.7779
C -0.1717 5.6771 0.3613
C 2.3971 1.5997 -1.4369
C 1.4545 -0.1622 3.4201
C -2.9451 1.5245 -1.8766
C -2.8054 3.5052 -3.8070
C 4.8332 -4.5445 -0.1450
C 3.9854 -3.7566 2.0912
C -4.6522 1.3702 0.9511
C -4.0347 -1.7443 -2.6161
C -1.5443 -1.2174 -2.6689
C 1.2041 4.1124 1.5065
C 2.4862 -5.1350 0.5920
C -4.4892 0.0969 0.1267
C 2.6699 1.2243 0.0198
C 3.9234 -4.8568 1.0372
C -1.8335 2.3979 -1.8767
C 1.6999 1.2091 2.7961
C 3.4122 -0.1079 0.0849
B -1.3532 -0.9223 1.5465
H 1.5906 -0.1068 4.5018
H 3.4814 -0.5190 1.0942
H -0.8977 3.9908 -2.9708
H 1.2442 6.2279 1.8907
H 3.8547 0.9175 2.5833
H -4.8624 1.0648 -2.7329
H -5.7232 -1.1413 1.3711
H -0.7378 -0.8000 -2.0501
H -5.6194 1.3678 1.4570
H -3.8728 1.4319 1.7143
H -1.7406 -0.5250 -3.4897
H -4.6100 -2.0742 0.3729
H 3.3507 1.6023 4.1210
H 4.4300 0.0303 -0.2873
H 1.8553 -5.3642 1.4519
H -3.8490 -2.6717 -3.1629
H -2.7264 4.2553 -4.5846
H 1.0631 1.9403 3.3055
H 2.4431 -5.9775 -0.0965
H 1.0887 -2.7185 1.3984
H 2.9229 -0.8456 -0.5474
H -0.5270 6.6900 0.2126
H 5.0071 -3.6249 2.4480
H 3.6661 -2.7984 1.6743
H -1.5172 4.9045 -1.0865
H 2.0296 2.6199 -1.5363
H 4.5197 -3.6281 -0.6488
H 1.6581 0.9285 -1.8794
H 4.8236 -5.3456 -0.8847
H -4.9226 -1.8997 -2.0010
H 1.9408 3.8990 2.2690
H -5.2193 0.0938 -0.6918
H -4.0200 -1.2146 1.8025
H -4.5904 2.2646 0.3308
H -1.2036 -2.1703 -3.0716
H 4.2563 -5.7925 1.4989
H -2.6004 -2.1942 -1.0808
H 3.2992 2.0024 0.4641
H 2.1737 -0.8953 3.0405
H 3.3535 -3.9817 2.9528
H -4.7518 2.8344 -4.4400
H 0.4511 -0.5336 3.2332
H 5.8597 -4.4026 0.1942
H -4.2554 -0.9760 -3.3583
H 3.3974 2.6120 2.6837
H 3.3230 1.5089 -2.0095
*
```

Charges per atom according to Mulliken partitioning, unit e:
1. Pd -0.701
2. P 1.547
3. P 1.011
4. F -0.178
5. F -0.198
6. N -0.320
7. N 0.594
8. N 0.545
9. N 0.902
10. N -0.637
11. C -0.353
12. C -1.031
13. C 0.343
14. C -1.080
15. C -1.471
16. C 0.728
17. C -1.692
18. C -0.803
19. C -1.003
20. C -0.122
21. C -0.727
22. C -0.840
23. C -1.600
24. C -1.045
25. C 0.064
26. C -0.868
27. C -1.475
28. C -1.027
29. C -1.577
30. C -1.668
31. C -1.390
32. C -0.691
33. C -1.361
34. C 0.731
35. C 0.611
36. C 0.872
37. C -0.093
38. C 0.485
39. C -1.229
40. B 0.156
41. H 0.520
42. H -0.126
43. H 0.700
44. H 0.433
45. H 0.299
46. H 0.398
47. H 0.497
48. H -0.074
49. H 0.490
50. H 0.211
51. H 0.320
52. H 0.315
53. H 0.493
54. H 0.460
55. H 0.425
56. H 0.478
57. H 0.389
58. H 0.759
59. H 0.394
60. H 0.648
61. H 0.255
62. H 0.394
63. H 0.492
64. H -0.144
65. H 0.580
66. H 0.347
67. H 0.200
68. H 0.114
69. H 0.375
70. H 0.354
71. H 0.233
72. H 0.450
73. H 0.203
74. H 0.277
75. H 0.525
76. H 0.303
77. H 0.468
78. H 0.625
79. H 0.084
80. H 0.347
81. H 0.443
82. H 0.011
83. H 0.456
84. H 0.315
85. H 0.321
86. H 0.536

---

Entry 4:
Formula: C12H17IN2O4PS
Source: the Open Molecules 2025 dataset
Level of theory: ωB97M-V/def2-TZVPD

Summary:
Total energy, eV: -52108.23973
LUMO level, eV: -5.14
HOMO level, Ha: -0.455

Geometry as ORCA input:
```
! RIJCOSX wB97M-V def2-TZVPD def2/J DEFGRID3
* xyz 1 1
I -0.9292 3.9042 2.6220
S 2.8380 -0.8407 -2.6405
P -1.9905 3.8224 0.4000
O 1.2028 -1.2575 1.4622
O 2.4839 -2.1668 -3.0760
O -1.0420 4.7330 -0.5987
O 3.3142 -0.0112 -3.7130
N -4.2343 -0.6699 0.3493
N -2.9018 1.2694 0.2317
C 1.4925 1.3661 -1.6068
C -0.7152 1.3657 -0.6642
C 0.4890 2.0765 -1.0046
C -1.9746 -0.7775 -0.5821
C -0.0586 -1.3686 2.1169
C -0.7898 -0.0459 -0.9297
C 4.0682 -0.9486 -1.3125
C 0.2881 -0.7667 -1.5386
C -0.0110 -2.4511 3.1783
C -3.0132 -0.0633 -0.0139
C 1.4037 -0.0449 -1.8687
C -1.8244 2.0129 -0.0716
H -0.9705 -2.5411 3.6907
H -0.8246 -1.5924 1.3665
H -4.1089 -1.6795 0.3130
H -3.6984 1.7312 0.6747
H -0.3009 5.0478 -0.0484
H 0.2395 -3.4171 2.7335
H 0.6768 3.1332 -0.8280
H 4.9143 -1.5757 -1.6195
H 2.4177 1.8794 -1.9008
H 0.7611 -2.2281 3.9150
H -4.4526 -0.4259 1.3151
H 1.3971 -2.1115 1.0599
H -0.2885 -0.4009 2.5661
H -2.0231 -1.8541 -0.7716
H 3.5469 -1.3411 -0.4188
H 4.3597 0.0850 -1.0614
H 0.2585 -1.8468 -1.7256
*
```

Charges per atom according to Mulliken partitioning, unit e:
1. I 0.038
2. S 1.384
3. P -0.101
4. O -0.459
5. O -0.661
6. O -0.428
7. O -0.642
8. N -0.632
9. N 0.047
10. C -1.006
11. C 0.722
12. C -0.937
13. C -0.477
14. C 0.126
15. C 1.038
16. C -0.905
17. C -0.740
18. C -1.256
19. C 0.218
20. C -0.147
21. C 0.392
22. H 0.373
23. H 0.002
24. H 0.300
25. H 0.371
26. H 0.316
27. H 0.353
28. H 0.168
29. H 0.402
30. H 0.400
31. H 0.325
32. H 0.261
33. H 0.306
34. H 0.272
35. H 0.411
36. H 0.262
37. H 0.364
38. H 0.539